{
  "formula": "C30H43F5InOP2",
  "method": "ωB97M-V/def2-TZVPD",
  "elements": ["In", "C", "C", "C", "C", "C", "C", "H", "H", "H", "C", "H", "H", "H", "C", "H", "H", "H", "C", "H", "H", "H", "C", "H", "H", "H", "C", "C", "C", "C", "C", "C", "C", "C", "H", "H", "H", "H", "H", "H", "H", "H", "H", "H", "H", "H", "P", "P", "C", "C", "H", "H", "H", "H", "C", "H", "H", "H", "C", "H", "H", "H", "C", "H", "H", "H", "C", "H", "H", "H", "F", "C", "C", "F", "C", "F", "C", "O", "C", "F", "C", "F"],
  "xyz": [[-0.77088, 0.30973, 0.42905], [-0.20453, -3.12604, 2.28769], [1.15912, -3.23377, 1.88257], [1.03120, -1.70304, 3.59284], [-0.27818, -2.18993, 3.35337], [1.92090, -2.35218, 2.68822], [-1.37289, -3.83698, 1.72479], [-1.08489, -4.48234, 0.88245], [-2.15915, -3.13826, 1.38590], [-1.83762, -4.48066, 2.49139], [-1.48753, -1.75150, 4.06767], [-2.32407, -2.41952, 3.85262], [-1.73735, -0.72135, 3.77874], [-1.32032, -1.77065, 5.15021], [1.37286, -0.69245, 4.60810], [0.96152, -0.96352, 5.59450], [0.95112, 0.28946, 4.33426], [2.46102, -0.59687, 4.71904], [3.37995, -2.13714, 2.64109], [3.87591, -2.66603, 3.46775], [3.63211, -1.07321, 2.74845], [3.80838, -2.51801, 1.70853], [1.68204, -4.12437, 0.82724], [1.91271, -5.11809, 1.23128], [2.60766, -3.72788, 0.40159], [0.95258, -4.27191, 0.02520], [-1.61183, 0.78300, -4.20541], [-1.80783, -0.58831, -3.77541], [-1.03370, -1.70837, -4.48017], [0.48602, -1.54355, -4.67095], [1.10896, -0.71648, -3.59759], [1.21397, 0.61600, -3.65943], [0.76897, 1.47776, -4.81683], [-0.63927, 1.12888, -5.31631], [-1.48176, -1.77484, -5.47588], [0.72415, -1.14065, -5.66993], [-1.21174, -2.66379, -3.97282], [-0.61170, 0.32827, -6.07579], [-2.44797, 1.50381, -4.11823], [-2.85715, -0.91782, -3.66779], [-1.03325, 2.01860, -5.83133], [0.80718, 2.54280, -4.52284], [1.97812, 1.11963, -3.06140], [1.48020, 1.36436, -5.65507], [0.94346, -2.54761, -4.66350], [1.76983, -1.31137, -2.95869], [-1.41426, 0.23521, -2.17860], [1.50131, 1.46098, -0.10988], [-0.67796, 2.10606, -1.98002], [0.70183, 2.52616, -1.33826], [-1.50384, 2.68152, -1.49919], [-0.64083, 2.44969, -2.99882], [1.45161, 2.69260, -2.11796], [0.55181, 3.50114, -0.84233], [2.43952, 2.45461, 1.04967], [3.07113, 1.79313, 1.66636], [1.77741, 3.03176, 1.71187], [3.07269, 3.13358, 0.45693], [2.68654, 0.24662, -0.75701], [3.58850, 0.80886, -1.03566], [2.28755, -0.25371, -1.64227], [2.92475, -0.50356, 0.01646], [-3.17767, 0.44210, -1.63572], [-3.60054, -0.47362, -1.18044], [-3.80768, 0.69481, -2.50869], [-3.29429, 1.22377, -0.86154], [-1.04554, -1.57896, -1.56384], [-0.89110, -1.82063, -0.49629], [-0.12565, -1.90280, -2.07179], [-1.85661, -2.25332, -1.90933], [-1.90784, 6.00751, 4.60561], [-1.70215, 4.76387, 4.14957], [-1.61152, 4.53576, 2.75937], [-1.74385, 5.56838, 1.87795], [-1.40643, 3.26245, 2.31317], [-1.38724, 3.01238, 0.95671], [-1.19086, 2.16301, 3.19097], [-0.86035, 0.99834, 2.74059], [-1.33425, 2.44446, 4.59271], [-1.21514, 1.44100, 5.49916], [-1.59020, 3.70014, 5.06660], [-1.74516, 3.93287, 6.39477]],
  "forces_ev_per_a": [[-0.5, 1.1, 4.1], [-1.2, 1.9, 2.0], [1.1, 1.0, 0.7], [1.7, -0.4, -0.8], [-0.9, -2.0, -2.3], [-1.0, 0.3, 0.1], [-0.6, -0.5, -0.1], [-0.2, 0.1, 0.2], [0.2, -0.3, 0.0], [0.1, 0.1, -0.3], [-0.4, 0.0, 0.3], [0.0, 0.1, 0.0], [-0.1, -0.3, 0.2], [-0.1, 0.1, -0.1], [0.4, 0.3, 0.4], [0.0, 0.1, -0.3], [0.0, -0.3, 0.1], [-0.3, 0.0, 0.0], [0.6, 0.0, 0.2], [0.1, 0.1, -0.2], [0.1, -0.2, -0.1], [0.1, 0.1, 0.1], [0.1, -0.2, -0.2], [0.0, 0.1, -0.1], [-0.1, -0.1, 0.0], [0.1, 0.0, 0.0], [-1.2, 1.2, -3.0], [-0.4, -0.4, -1.3], [-0.1, 0.0, -0.1], [-0.2, -0.5, -0.3], [1.4, 0.1, -0.9], [1.5, -0.1, -0.8], [-0.2, -0.1, 0.1], [-0.4, 0.7, -0.2], [-0.1, -0.2, 0.1], [-0.1, 0.0, 0.5], [-0.2, 0.3, -0.2], [-0.1, 0.3, 0.4], [0.4, -0.6, 0.1], [0.4, 0.3, 0.0], [0.1, -0.3, 0.0], [0.0, -0.4, -0.1], [-0.5, -0.4, 0.2], [-0.1, 0.0, 0.4], [-0.2, 0.4, 0.1], [-0.5, 0.5, 0.3], [-1.3, -1.6, 2.0], [-0.7, -1.4, 1.6], [0.5, -0.1, 0.6], [0.2, 0.3, -0.6], [0.4, -0.9, -0.1], [0.0, 0.0, -0.3], [-0.4, 0.3, -0.1], [0.0, -0.4, -0.1], [0.4, 0.6, -0.1], [-0.3, 0.2, -0.3], [0.2, -0.2, -0.3], [0.0, 0.0, 0.5], [0.4, 0.5, -0.5], [0.1, -0.4, 0.0], [0.2, 0.1, 0.5], [-0.2, 0.4, -0.2], [-0.5, 0.6, 0.2], [0.6, 0.3, -0.4], [0.3, 0.0, 0.3], [0.1, -0.3, -0.6], [1.1, -0.9, 0.1], [-0.2, 0.3, -0.4], [-0.4, 0.0, 0.2], [0.1, 0.8, 0.0], [0.0, -0.1, -0.1], [0.0, -0.1, -0.3], [-0.4, 1.3, 0.9], [0.1, -0.8, 0.8], [0.2, -1.0, 0.5], [0.2, 0.1, 0.2], [0.0, 0.7, 0.1], [0.1, -0.6, -0.9], [0.2, -1.0, -0.5], [0.0, 0.3, -0.7], [-0.3, 1.3, 0.0], [0.2, -0.2, -1.2]],
  "relative_energy_kcal_mol": 79.9,
  "fmax_ev_per_a": 4.277,
  "total_charge": 1,
  "e_lumo_ha": [-0.1379, -0.1314],
  "multiplicity": 1,
  "gap_ha": [0.2007, 0.2040],
  "total_energy_ha": -2615.7791
}